This record from OMol25 describes a structure of composition C55H86CdGe3N4P3. The level of theory is the ωB97M-V functional and the def2-TZVPD basis.

Multiplicity   2
Lowest unoccupied orbital energy (spin up / spin down)   -5.49 / -7.23 eV
Orbital gap (spin up / spin down)   0.2192 / 0.1549 Ha
Net charge   +2

Atoms and positions in Å:
1 Cd -0.557 0.285 -0.191
2 C 1.040 -4.063 0.835
3 C 0.928 -4.135 -0.685
4 C 2.204 -4.781 -1.212
5 P 0.485 -2.447 -1.423
6 C 2.036 -1.892 -2.332
7 N 2.999 -1.271 -1.477
8 Ge 2.281 0.131 -0.078
9 N 2.930 2.102 -0.067
10 C 1.973 3.159 0.028
11 P 0.443 3.101 -1.093
12 C 0.988 2.922 -2.892
13 C 1.351 1.467 -3.166
14 C 2.067 3.844 -3.444
15 C -0.035 4.932 -1.099
16 C -1.095 5.218 -0.037
17 C 1.088 5.961 -0.960
18 C 4.184 2.330 -0.523
19 C 4.708 3.540 -1.012
20 C 5.996 3.597 -1.498
21 C 6.789 2.460 -1.545
22 C 6.311 1.266 -1.031
23 C 5.043 1.206 -0.487
24 N 4.519 0.071 0.209
25 C 5.025 -1.169 -0.306
26 C 6.225 -1.732 0.088
27 C 6.717 -2.850 -0.563
28 C 6.023 -3.383 -1.640
29 C 4.799 -2.868 -2.005
30 C 4.232 -1.788 -1.300
31 C 4.726 0.150 1.628
32 C 5.900 0.602 2.201
33 C 6.115 0.446 3.559
34 C 5.168 -0.216 4.325
35 C 3.965 -0.607 3.775
36 C 3.683 -0.363 2.424
37 N 2.489 -0.554 1.786
38 C 1.321 -0.988 2.491
39 P -0.178 0.155 2.562
40 C -1.243 -1.008 3.598
41 C -2.724 -0.638 3.539
42 C -0.809 -1.220 5.046
43 C 0.349 1.669 3.559
44 C 1.574 1.459 4.441
45 C -0.797 2.292 4.357
46 C -0.553 -2.985 -2.898
47 C -0.093 -4.214 -3.674
48 C -0.734 -1.815 -3.861
49 H 1.184 -5.065 1.236
50 H 0.139 -3.653 1.289
51 H 1.906 -3.466 1.116
52 H 0.062 -4.765 -0.930
53 H 3.074 -4.193 -0.929
54 H 2.201 -4.923 -2.287
55 H 2.310 -5.764 -0.756
56 H 1.698 -1.153 -3.066
57 H 2.449 -2.752 -2.864
58 H 2.453 4.131 -0.093
59 H 1.532 3.125 1.037
60 H 0.052 3.136 -3.430
61 H 2.314 1.221 -2.717
62 H 1.421 1.296 -4.238
63 H 0.579 0.805 -2.756
64 H 3.002 3.744 -2.902
65 H 1.752 4.882 -3.441
66 H 2.258 3.572 -4.482
67 H -0.500 5.063 -2.085
68 H -0.733 4.987 0.963
69 H -1.998 4.647 -0.230
70 H -1.354 6.275 -0.049
71 H 1.384 6.094 0.079
72 H 0.711 6.920 -1.313
73 H 1.970 5.724 -1.549
74 H 4.130 4.450 -0.991
75 H 6.391 4.537 -1.851
76 H 7.790 2.508 -1.943
77 H 6.945 0.393 -1.035
78 H 6.799 -1.298 0.893
79 H 7.661 -3.273 -0.262
80 H 6.442 -4.209 -2.193
81 H 4.297 -3.283 -2.866
82 H 6.662 1.062 1.589
83 H 7.033 0.794 4.004
84 H 5.365 -0.416 5.366
85 H 3.250 -1.111 4.407
86 H 1.558 -1.302 3.511
87 H 0.897 -1.847 1.961
88 H -1.126 -1.965 3.066
89 H -2.930 0.275 4.090
90 H -3.315 -1.428 3.998
91 H -3.068 -0.517 2.509
92 H -1.036 -0.357 5.663
93 H 0.251 -1.442 5.134
94 H -1.352 -2.068 5.461
95 H 0.625 2.382 2.766
96 H 1.418 0.678 5.179
97 H 1.780 2.382 4.979
98 H 2.452 1.226 3.845
99 H -1.024 1.709 5.243
100 H -1.698 2.398 3.761
101 H -0.501 3.285 4.689
102 H -1.531 -3.217 -2.450
103 H 0.873 -4.054 -4.143
104 H -0.809 -4.411 -4.470
105 H -0.044 -5.104 -3.054
106 H 0.165 -1.651 -4.448
107 H -0.988 -0.891 -3.329
108 H -1.532 -2.039 -4.567
109 C -3.702 3.446 1.726
110 C -2.675 2.403 1.312
111 Ge -3.147 1.424 -0.402
112 C -3.120 2.561 -2.082
113 C -4.377 3.409 -2.181
114 C -4.992 0.848 -0.007
115 C -5.168 -0.475 0.032
116 Ge -3.532 -1.391 -0.672
117 C -2.712 -2.964 0.375
118 C -3.244 -4.329 -0.018
119 C -4.062 -1.641 -2.625
120 C -5.101 -2.740 -2.806
121 C -6.419 -1.178 0.268
122 C -7.609 -0.692 -0.274
123 C -8.792 -1.382 -0.090
124 C -8.803 -2.565 0.631
125 C -7.629 -3.051 1.184
126 C -6.444 -2.363 1.000
127 H -3.395 3.936 2.648
128 H -4.670 2.984 1.902
129 H -3.820 4.212 0.967
130 H -2.642 1.620 2.070
131 H -1.677 2.835 1.235
132 H -3.047 1.908 -2.953
133 H -2.227 3.184 -2.063
134 H -5.256 2.778 -2.288
135 H -4.329 4.066 -3.046
136 H -4.510 4.025 -1.296
137 H -5.791 1.539 0.225
138 H -2.924 -2.763 1.424
139 H -1.632 -2.927 0.232
140 H -4.332 -4.340 -0.046
141 H -2.917 -5.069 0.712
142 H -2.867 -4.635 -0.992
143 H -3.215 -1.838 -3.273
144 H -4.489 -0.679 -2.919
145 H -4.673 -3.722 -2.610
146 H -5.458 -2.725 -3.837
147 H -5.955 -2.588 -2.149
148 H -7.603 0.217 -0.854
149 H -9.711 -1.003 -0.508
150 H -9.729 -3.101 0.771
151 H -7.638 -3.966 1.755
152 H -5.524 -2.718 1.449